{"formula": "C40H73N7O6S3", "method": "the ωB97M-V functional and the def2-TZVPD basis", "gap_ha": 0.36465, "relative_energy_kj_mol": 0.00, "e_tot_ev": -97882.5649, "elements": ["O", "S", "O", "C", "C", "C", "C", "H", "H", "H", "H", "H", "H", "H", "H", "O", "S", "O", "C", "C", "C", "C", "H", "H", "H", "H", "H", "H", "H", "H", "O", "S", "O", "C", "C", "C", "C", "H", "H", "H", "H", "H", "H", "H", "H", "C", "C", "C", "C", "N", "H", "H", "H", "H", "H", "H", "H", "C", "C", "C", "C", "N", "H", "H", "H", "H", "H", "H", "H", "C", "C", "C", "C", "N", "H", "H", "H", "H", "H", "H", "H", "C", "C", "C", "C", "N", "H", "H", "H", "H", "H", "H", "H", "C", "C", "C", "C", "N", "H", "H", "H", "H", "H", "H", "H", "C", "C", "C", "C", "N", "H", "H", "H", "H", "H", "H", "H", "C", "C", "C", "C", "N", "H", "H", "H", "H", "H", "H", "H"], "xyz": [[-4.527, 0.109, 1.746], [-4.989, 1.249, 1.004], [-6.252, 1.162, 0.338], [-4.979, 2.704, 1.982], [-3.821, 3.532, 1.427], [-3.658, 3.237, -0.078], [-3.736, 1.727, -0.172], [-4.892, 2.438, 3.034], [-5.884, 3.181, 1.654], [-4.009, 4.626, 1.509], [-2.909, 3.292, 1.987], [-2.677, 3.563, -0.448], [-4.401, 3.742, -0.728], [-2.821, 1.288, 0.281], [-4.069, 1.261, -1.112], [-0.872, -5.764, -2.562], [-0.262, -4.937, -3.568], [0.881, -5.406, -4.288], [-1.439, -4.402, -4.798], [-1.578, -2.935, -4.617], [-0.252, -2.454, -4.103], [0.158, -3.343, -2.935], [-2.324, -4.976, -4.548], [-1.030, -4.616, -5.791], [-1.782, -2.417, -5.559], [-2.367, -2.649, -3.920], [-0.351, -1.452, -3.704], [0.462, -2.421, -4.911], [-0.501, -3.170, -2.115], [1.218, -3.353, -2.664], [-0.127, 0.815, -4.939], [-0.630, 1.975, -4.281], [0.199, 2.719, -3.402], [-1.369, 3.060, -5.499], [-2.826, 3.089, -5.277], [-3.060, 2.756, -3.736], [-2.140, 1.588, -3.384], [-1.017, 2.705, -6.455], [-0.891, 3.989, -5.208], [-3.297, 4.029, -5.615], [-3.359, 2.231, -5.702], [-4.114, 2.481, -3.616], [-2.882, 3.590, -3.059], [-2.468, 0.569, -3.658], [-1.899, 1.460, -2.332], [-0.321, 4.075, 5.250], [1.162, 3.695, 5.341], [1.383, 2.195, 5.537], [1.285, 1.419, 4.273], [1.135, 0.846, 3.295], [-0.819, 3.964, 6.204], [-0.845, 3.508, 4.486], [-0.328, 5.126, 4.935], [1.550, 4.244, 6.191], [1.665, 4.009, 4.416], [0.593, 1.813, 6.179], [2.339, 1.920, 5.975], [-2.447, 0.220, 4.242], [-2.743, -0.695, 5.375], [-3.379, -2.013, 4.845], [-2.473, -2.745, 3.914], [-1.760, -3.189, 3.143], [-3.304, 0.639, 3.701], [-1.870, -0.345, 3.465], [-1.775, 1.016, 4.575], [-3.350, -0.178, 6.112], [-1.831, -0.998, 5.898], [-4.289, -1.780, 4.301], [-3.730, -2.705, 5.593], [-0.854, -6.775, 2.657], [0.077, -7.330, 1.555], [1.450, -6.575, 1.363], [1.387, -5.260, 0.778], [1.315, -4.191, 0.296], [-0.438, -6.888, 3.658], [-1.861, -7.205, 2.693], [-0.940, -5.702, 2.512], [-0.424, -7.220, 0.569], [0.334, -8.378, 1.707], [2.054, -7.145, 0.635], [2.038, -6.463, 2.288], [3.632, -0.574, -3.435], [3.888, 0.838, -2.960], [5.265, 1.409, -3.260], [5.424, 1.459, -4.676], [5.514, 1.627, -5.834], [3.844, -0.677, -4.512], [2.588, -0.846, -3.348], [4.260, -1.293, -2.892], [3.834, 0.740, -1.857], [3.137, 1.585, -3.249], [6.019, 0.757, -2.775], [5.480, 2.393, -2.851], [3.223, -1.162, 1.542], [4.814, -1.293, 1.476], [5.537, -0.070, 1.984], [5.359, 1.054, 1.083], [5.161, 1.982, 0.377], [2.899, -1.176, 2.565], [2.643, -1.940, 0.995], [2.975, -0.194, 1.115], [5.126, -1.467, 0.418], [5.126, -2.147, 2.092], [6.610, -0.327, 1.897], [5.252, 0.211, 2.998], [0.681, 4.246, 0.972], [1.719, 3.121, 0.689], [2.334, 3.312, -0.726], [3.097, 4.505, -0.836], [3.654, 5.508, -0.901], [1.155, 5.229, 0.872], [0.241, 4.182, 1.978], [-0.138, 4.228, 0.244], [1.228, 2.151, 0.711], [2.531, 3.112, 1.401], [1.593, 3.245, -1.539], [3.054, 2.516, -0.839], [0.810, -0.540, -0.782], [-0.148, -0.491, 0.386], [-1.265, -1.546, 0.288], [-2.047, -1.373, -0.904], [-2.591, -1.141, -1.906], [1.527, 0.280, -0.780], [0.227, -0.500, -1.702], [1.355, -1.493, -0.945], [-0.669, 0.471, 0.450], [0.391, -0.577, 1.350], [-1.936, -1.553, 1.175], [-0.854, -2.562, 0.319]]}



{"formula": "C18H27N5O3S", "method": "the ωB97M-V functional and the def2-TZVPD basis", "gap_ha": 0.27192, "relative_energy_kj_mol": 1612.55, "e_tot_ev": -43517.7003, "elements": ["C", "C", "C", "C", "C", "N", "C", "S", "C", "C", "N", "C", "C", "O", "C", "C", "C", "C", "O", "N", "C", "C", "O", "N", "C", "C", "N", "H", "H", "H", "H", "H", "H", "H", "H", "H", "H", "H", "H", "H", "H", "H", "H", "H", "H", "H", "H", "H", "H", "H", "H", "H", "H", "H"], "xyz": [[-1.830, -5.655, -0.784], [-0.862, -4.988, 0.183], [-0.277, -3.571, -0.348], [0.487, -3.010, 0.708], [0.995, -1.839, 0.118], [0.113, -0.986, -0.404], [0.533, 0.156, -0.696], [-0.386, 1.475, -2.057], [-1.813, 0.304, -1.901], [-2.612, 0.087, -0.552], [-2.562, 1.742, 0.036], [-3.570, 2.503, -0.448], [-3.219, 3.875, 0.137], [-3.456, 4.002, 1.408], [-2.652, 2.921, 1.940], [-2.817, 1.586, 1.516], [1.903, 0.724, -0.652], [2.437, 1.961, -1.091], [1.746, 2.735, -1.514], [3.764, 2.319, -0.502], [4.400, 3.325, -0.869], [4.416, 1.476, 0.121], [5.669, 1.487, 0.438], [3.893, 0.374, 0.618], [4.727, -0.717, 1.307], [2.632, -0.155, 0.149], [2.245, -1.405, 0.632], [-2.687, -4.968, -1.202], [-1.109, -5.807, -1.860], [-2.218, -6.674, -0.392], [-1.745, -4.723, 1.130], [-0.173, -5.599, 0.423], [0.298, -3.994, -1.175], [-1.219, -2.895, -0.706], [1.428, -3.675, 1.010], [-0.088, -2.904, 1.673], [-2.545, 0.590, -2.653], [-1.713, -0.665, -2.250], [-3.789, -0.036, -0.459], [-2.191, -0.458, 0.145], [-3.386, 2.722, -1.531], [-4.469, 2.173, -0.263], [-3.951, 4.669, -0.074], [-2.238, 4.269, -0.133], [-2.805, 3.174, 3.171], [-1.542, 3.235, 1.732], [-2.174, 0.718, 1.941], [-3.914, 1.159, 1.727], [3.611, 3.981, -1.449], [4.727, 4.166, -0.094], [5.246, 3.338, -1.369], [5.547, -0.897, 0.991], [5.080, -0.086, 2.363], [4.115, -1.540, 1.808]]}



{"formula": "C3H8O2", "method": "the ωB97M-V functional and the def2-TZVPD basis", "gap_ha": 0.33919, "relative_energy_kj_mol": 173.01, "e_tot_ev": -7334.2575, "elements": ["C", "C", "O", "H", "H", "H", "H", "C", "O", "H", "H", "H", "H"], "xyz": [[-2.082, -1.018, -0.186], [-1.988, 0.157, 0.454], [-0.872, 0.880, 0.598], [-2.930, -1.670, -0.268], [-1.101, -1.322, -0.552], [-2.802, 0.578, 1.034], [-0.119, 0.510, 0.109], [2.517, -0.446, -0.023], [1.665, 0.510, -0.651], [3.444, -0.524, -0.614], [2.849, -0.048, 0.933], [2.110, -1.453, -0.003], [1.993, 0.730, -1.529]]}



{"formula": "C4H13B2NO3PS", "method": "the ωB97M-V functional and the def2-TZVPD basis", "gap_ha": 0.26267, "charge": -1, "e_tot_ev": -33468.7661, "elements": ["C", "N", "C", "B", "O", "C", "O", "B", "O", "C", "P", "S", "H", "H", "H", "H", "H", "H", "H", "H", "H", "H", "H", "H", "H"], "xyz": [[2.404, -1.050, 1.188], [2.107, -0.845, -0.280], [2.821, 0.350, -0.869], [0.586, -0.786, -0.548], [0.083, -1.885, -1.443], [-0.345, 0.387, 0.123], [-0.299, 1.767, -0.398], [-1.353, 2.466, 0.381], [-2.506, 1.517, 0.212], [-1.937, 0.142, 0.410], [-3.005, -0.877, -0.801], [-4.839, -0.962, -0.116], [1.992, -2.129, 1.478], [3.587, -1.147, 1.279], [2.027, -0.200, 1.899], [3.654, 0.765, -0.151], [3.337, -0.035, -1.875], [2.130, 1.239, -1.188], [-0.092, -2.647, -0.795], [0.076, 0.524, 1.232], [-1.267, 2.510, 1.560], [-1.562, 3.605, 0.079], [-2.213, -0.065, 1.548], [-2.925, -0.403, -2.163], [-2.460, -2.241, -0.760]]}



{"formula": "C16H46N4O5", "method": "the ωB97M-V functional and the def2-TZVPD basis", "gap_ha": 0.35488, "relative_energy_kj_mol": 284.33, "e_tot_ev": -33531.6532, "elements": ["C", "O", "C", "C", "C", "N", "H", "H", "H", "H", "H", "H", "H", "H", "H", "H", "H", "C", "O", "C", "C", "C", "N", "H", "H", "H", "H", "H", "H", "H", "H", "H", "H", "H", "C", "O", "C", "C", "C", "N", "H", "H", "H", "H", "H", "H", "H", "H", "H", "H", "H", "C", "O", "C", "C", "C", "N", "H", "H", "H", "H", "H", "H", "H", "H", "H", "H", "H", "O", "H", "H"], "xyz": [[22.648, 21.873, 15.303], [23.386, 23.058, 15.099], [22.914, 24.196, 15.781], [23.555, 25.466, 15.156], [25.017, 25.547, 15.508], [22.849, 26.637, 15.623], [22.929, 21.300, 16.187], [22.789, 21.350, 14.358], [21.578, 22.072, 15.353], [21.829, 24.273, 15.718], [23.117, 24.066, 16.844], [23.544, 25.475, 14.066], [25.340, 25.157, 16.473], [25.409, 26.562, 15.573], [25.582, 25.055, 14.716], [21.926, 26.467, 15.249], [22.705, 26.652, 16.622], [30.844, 20.174, 20.810], [30.923, 21.470, 21.380], [29.692, 22.229, 21.074], [29.746, 23.671, 21.631], [29.944, 23.715, 23.139], [28.507, 24.380, 21.370], [31.811, 19.709, 21.006], [30.634, 20.184, 19.741], [30.141, 19.504, 21.306], [29.734, 22.401, 19.998], [28.801, 21.677, 21.373], [30.544, 24.157, 21.070], [30.245, 24.655, 23.601], [30.787, 23.055, 23.342], [29.092, 23.382, 23.732], [27.797, 23.930, 21.930], [28.527, 25.320, 21.737], [21.792, 22.809, 19.097], [22.277, 23.972, 19.774], [22.431, 23.830, 21.224], [23.832, 24.271, 21.747], [24.820, 23.169, 21.807], [23.813, 24.857, 23.134], [20.970, 22.295, 19.594], [22.610, 22.110, 18.924], [21.499, 23.194, 18.120], [21.584, 24.392, 21.616], [22.213, 22.842, 21.629], [24.136, 24.858, 20.881], [24.404, 22.371, 22.423], [25.767, 23.626, 22.094], [24.984, 22.731, 20.822], [24.748, 25.136, 23.393], [23.514, 24.117, 23.754], [31.799, 26.416, 17.561], [30.383, 26.283, 17.324], [29.795, 24.979, 17.660], [29.929, 24.141, 16.386], [28.764, 23.127, 16.097], [31.141, 23.303, 16.285], [32.099, 27.464, 17.583], [32.373, 25.835, 16.840], [32.116, 25.946, 18.492], [30.193, 24.465, 18.535], [28.778, 25.217, 17.974], [29.883, 24.836, 15.548], [28.788, 22.280, 16.782], [28.952, 22.755, 15.090], [27.827, 23.668, 15.964], [31.908, 23.847, 16.654], [31.347, 22.933, 15.368], [26.526, 22.749, 18.961], [27.026, 23.428, 19.413], [25.962, 23.229, 18.355]]}



{"formula": "C7H14ClFINO3PS2", "method": "the ωB97M-V functional and the def2-TZVPD basis", "gap_ha": 0.33288, "charge": 1, "relative_energy_kj_mol": 0.00, "e_tot_ev": -69409.5772, "elements": ["C", "C", "C", "P", "C", "C", "N", "S", "C", "I", "O", "C", "Cl", "S", "O", "O", "F", "H", "H", "H", "H", "H", "H", "H", "H", "H", "H", "H", "H", "H", "H"], "xyz": [[-1.662, 2.182, 0.394], [-0.332, 1.630, 0.898], [0.067, 0.249, 0.389], [-1.396, -0.925, 0.793], [-2.342, -0.819, -0.783], [-0.767, -2.630, 0.620], [0.403, 0.164, -1.109], [0.868, 1.672, -1.982], [1.356, -1.066, -1.189], [2.828, -1.059, -2.699], [1.810, -1.286, 0.114], [1.382, -0.297, 1.002], [1.201, -0.929, 2.615], [2.772, 0.933, 1.114], [3.106, 1.273, -0.227], [2.559, 1.898, 2.119], [3.854, -0.055, 1.610], [-2.512, 1.643, 0.812], [-1.758, 3.219, 0.704], [-1.744, 2.145, -0.691], [0.448, 2.357, 0.687], [-0.377, 1.532, 1.983], [-2.334, 0.174, -1.229], [-1.997, -1.544, -1.526], [-3.367, -1.074, -0.525], [-0.113, -2.891, 1.444], [-1.661, -3.251, 0.706], [-0.296, -2.881, -0.329], [-0.406, -0.170, -1.632], [-0.314, 1.708, -2.615], [0.723, -1.904, -1.464]]}



{"formula": "C3HCl3OS2", "method": "the ωB97M-V functional and the def2-TZVPD basis", "gap_ha": [0.26009, 0.26027], "relative_energy_kj_mol": 65.40, "e_tot_ev": -64409.4755, "elements": ["C", "C", "C", "O", "S", "S", "Cl", "Cl", "Cl", "H"], "xyz": [[-1.084, -1.301, 0.189], [-1.804, -0.386, -0.397], [1.520, 0.233, 0.204], [-0.649, -2.263, 0.631], [0.987, 3.002, 0.937], [1.733, 1.783, -0.403], [-1.671, -0.372, -2.189], [2.054, -1.135, -0.713], [1.289, -0.035, 1.849], [-2.375, 0.471, -0.109]]}



{"formula": "C5H10N", "method": "the ωB97M-V functional and the def2-TZVPD basis", "gap_ha": [0.40454, 0.30746], "charge": 1, "relative_energy_kj_mol": 214.10, "spin_multiplicity": 3, "e_tot_ev": -6824.0129, "elements": ["C", "C", "C", "C", "C", "N", "H", "H", "H", "H", "H", "H", "H", "H", "H", "H"], "xyz": [[2.341, -0.191, -0.521], [0.129, -0.738, 1.329], [-0.375, 0.051, 0.112], [-0.948, -0.642, -1.111], [-0.951, 1.461, 0.425], [0.915, -0.133, 0.313], [2.149, 0.088, -1.498], [3.170, -0.632, -0.154], [0.028, -0.286, 2.334], [0.200, -1.798, 1.393], [-0.393, -1.523, -1.470], [-1.011, 0.090, -1.948], [-1.983, -0.860, -0.814], [-0.524, 1.777, 1.353], [-2.040, 1.378, 0.720], [-0.707, 1.955, -0.463]]}